{"formula": "C25H58F3N6O7STl", "method": "the ωB97M-V functional and the def2-TZVPD basis", "symbols": ["Tl", "C", "F", "F", "F", "S", "O", "O", "O", "C", "C", "N", "C", "C", "C", "C", "H", "H", "H", "H", "H", "H", "H", "H", "H", "H", "H", "H", "H", "H", "H", "C", "C", "N", "C", "C", "C", "C", "H", "H", "H", "H", "H", "H", "H", "H", "H", "H", "H", "H", "H", "H", "H", "C", "C", "O", "N", "C", "H", "H", "H", "H", "H", "H", "H", "C", "C", "O", "N", "C", "H", "H", "H", "H", "H", "H", "H", "C", "C", "O", "N", "C", "H", "H", "H", "H", "H", "H", "H", "C", "C", "O", "N", "C", "H", "H", "H", "H", "H", "H", "H"], "xyz": [[-2.99455, -4.85358, -0.34909], [0.83157, -0.99826, 1.26915], [1.42669, -1.98184, 0.52638], [1.22433, -1.09596, 2.51965], [1.31528, 0.14224, 0.84206], [-1.06605, -1.21357, 1.03912], [-1.27614, -2.56988, 0.51337], [-1.78596, -0.93190, 2.29462], [-1.40437, -0.23603, 0.01248], [-5.68720, 2.82427, -4.30166], [-5.89774, 3.55780, -3.00091], [-4.90358, 3.33465, -2.01226], [-5.27873, 4.04717, -0.71163], [-6.81677, 3.92221, -0.28429], [-3.56083, 3.73282, -2.38067], [-2.59678, 2.86682, -1.54046], [-5.76062, 1.74978, -4.13383], [-4.75019, 3.03341, -4.81778], [-6.41386, 3.03382, -5.08662], [-5.94363, 4.63776, -3.14120], [-6.90843, 3.30634, -2.67939], [-4.80227, 3.69068, 0.20161], [-5.03170, 5.10734, -0.76741], [-6.89630, 4.09166, 0.78951], [-7.50185, 4.55038, -0.85366], [-7.07872, 2.86415, -0.28295], [-3.52918, 4.79446, -2.13567], [-3.38065, 3.78931, -3.45419], [-2.88059, 3.05531, -0.50508], [-1.52908, 2.99089, -1.72140], [-2.65080, 1.79518, -1.73217], [6.35536, 1.83166, -2.54754], [6.58197, 1.95907, -1.04178], [5.33075, 2.49839, -0.38948], [5.21955, 2.25673, 1.12499], [3.85503, 2.54278, 1.82062], [4.97229, 3.91531, -0.79752], [6.10258, 4.95954, -0.57564], [5.29932, 1.57093, -2.61756], [7.03246, 1.02714, -2.83457], [6.76455, 2.75567, -2.95605], [6.50887, 0.94465, -0.64974], [7.48574, 2.48157, -0.72825], [5.50629, 1.20814, 1.20447], [6.04364, 2.76715, 1.62343], [3.92635, 2.22733, 2.86154], [3.70989, 3.60497, 2.01754], [3.03453, 2.17548, 1.20420], [3.96441, 4.15956, -0.46194], [4.86548, 3.97018, -1.88088], [6.36197, 5.14161, 0.46727], [5.67693, 5.82031, -1.09140], [6.99223, 4.61642, -1.10374], [0.51122, -3.15501, -3.89834], [-0.65374, -2.62503, -2.98417], [-1.49677, -3.37039, -2.45777], [-0.56896, -1.39595, -2.50237], [0.18897, -0.19326, -2.88409], [1.36789, -2.48297, -3.94906], [0.06516, -3.09633, -4.89115], [0.92707, -4.15387, -3.76627], [-1.08004, -1.12012, -1.67605], [1.23848, -0.38288, -3.10921], [0.14765, 0.44158, -1.99901], [-0.23966, 0.40290, -3.68967], [3.67643, -0.42484, -1.55176], [4.52786, -1.58685, -2.13706], [4.65110, -1.84624, -3.36125], [5.13894, -2.28470, -1.12329], [6.12396, -3.38538, -1.41969], [3.37219, 0.23674, -2.36284], [4.17004, 0.27986, -0.88254], [2.82577, -1.00129, -1.18818], [4.87406, -2.08110, -0.17014], [6.84322, -2.95797, -2.11833], [5.58495, -4.13135, -2.00374], [6.60789, -3.97567, -0.64158], [-5.98466, -3.38722, 4.15550], [-4.73079, -2.90109, 3.31949], [-4.26873, -3.46235, 2.28437], [-4.11781, -1.78777, 3.80689], [-4.34499, -1.05423, 4.99956], [-6.52301, -2.50263, 4.49578], [-5.65371, -3.83381, 5.09312], [-6.68569, -3.95868, 3.54715], [-3.26651, -1.50810, 3.34087], [-4.68013, -1.69913, 5.81188], [-5.29859, -0.55142, 4.83850], [-3.46175, -0.56616, 5.41161], [-0.38618, -6.24215, 3.90431], [-1.00947, -5.04802, 3.22845], [-1.71670, -5.22316, 2.18687], [-0.89624, -3.82903, 3.66673], [-0.44226, -3.30537, 4.92521], [-1.10181, -6.60500, 4.64208], [0.61017, -6.01494, 4.28348], [-0.41826, -7.09396, 3.22497], [-1.38543, -3.18501, 3.06174], [0.07541, -4.06700, 5.50835], [-1.32713, -2.95847, 5.45885], [0.14909, -2.39723, 4.80821]], "atomic_forces_ev_per_a": [[0.467, 0.540, 0.534], [-0.339, -1.375, -0.525], [-0.349, 0.533, 0.630], [-0.122, -0.644, 0.832], [-0.244, 1.045, -0.771], [-2.647, -0.402, -0.862], [0.996, 0.754, 1.113], [1.797, -0.447, -0.456], [0.867, 0.446, 0.071], [0.432, -0.453, -0.961], [-1.094, -0.651, -1.150], [-0.450, 2.328, 1.779], [-2.497, -0.969, 0.769], [1.543, -0.629, -0.199], [0.700, -0.624, -0.080], [0.258, -0.045, -0.185], [0.165, -0.045, 0.083], [0.204, -0.049, 0.328], [-0.415, 0.336, 0.470], [0.044, 0.640, -0.308], [0.202, -0.101, 0.553], [0.762, -0.447, -0.608], [0.206, 0.097, -0.460], [0.147, 0.789, -0.092], [0.048, -0.213, 0.149], [-0.277, -0.064, -0.704], [0.553, 0.228, 0.550], [-0.174, -0.899, 0.007], [0.601, -0.252, 0.041], [-0.062, 0.973, 0.136], [-0.870, -0.017, -0.083], [1.346, 0.406, 1.437], [-2.728, -1.204, 0.915], [0.826, 3.097, 1.534], [-0.404, -0.671, -1.473], [1.304, 0.895, -0.545], [0.135, -1.587, -0.615], [-0.552, -0.591, 0.143], [0.269, 0.267, -0.984], [-0.368, -0.081, -0.480], [-0.865, -0.064, -0.830], [0.981, -0.143, 0.241], [0.000, 0.022, 0.122], [-0.267, -0.184, 0.216], [0.151, 0.519, -0.037], [-0.283, -0.963, -0.284], [0.012, 0.290, -0.680], [-0.074, -0.296, 0.544], [0.358, 0.129, 0.724], [-0.004, -0.646, -0.217], [-0.225, 0.151, -0.068], [0.457, 0.373, 0.329], [-0.041, 0.203, -0.036], [-1.181, 1.321, -0.619], [1.614, -2.738, 1.411], [0.147, -0.089, -1.002], [0.750, 3.208, -0.304], [0.266, -0.480, 0.272], [-0.135, 0.222, 0.289], [0.186, -0.322, -0.333], [-0.789, -0.021, 0.571], [-0.901, -0.810, 0.277], [-0.079, -0.200, -0.147], [0.116, 0.011, 0.028], [-0.222, -0.341, -0.294], [0.027, -0.739, -1.793], [1.033, 0.100, -1.176], [-0.351, 0.672, 3.224], [0.920, -0.877, -0.288], [-1.229, 0.330, -1.475], [-0.277, -0.376, -0.230], [0.123, -0.639, 0.659], [-0.264, 0.813, 0.602], [0.074, 0.002, -0.224], [0.249, -0.121, 0.247], [-0.035, -0.042, -0.121], [-0.302, 0.970, 0.627], [1.051, 1.275, -0.929], [-0.135, -1.086, -0.672], [-1.244, 1.032, 2.092], [1.235, -0.761, -0.650], [-1.783, -1.109, 1.139], [-0.083, 0.174, -0.173], [0.017, -0.573, -0.303], [0.469, -0.340, 0.222], [0.143, -0.155, -0.753], [0.284, -0.560, 0.184], [0.423, 1.429, 0.254], [-0.343, 0.571, -0.709], [-0.620, 0.038, -0.249], [-1.412, -2.188, -2.404], [0.919, -0.197, 0.999], [0.363, 1.755, 0.203], [-0.374, 0.124, 0.449], [0.284, 0.382, 0.688], [-0.185, -0.320, 0.208], [0.539, 0.368, -0.360], [-0.119, 0.269, -0.108], [0.000, 0.211, -0.057], [-0.029, -0.214, 0.432], [0.378, -0.286, -0.264]], "gap_ev": 1.4, "e_homo_ha": -0.467, "lumo_ev": -11.3, "total_charge": 2, "molar_mass_g_mol": 848.2}